Density functional theory data (wB97M-V/def2-TZVPD) for a structure of composition C16H28Cl2MgN4O8 in a non-equilibrium geometry.

```
59
Properties=species:S:1:pos:R:3:forces:R:3:nbo_charge:R:1
H -12.583802 0.915631 -14.668561 -0.07 0.08 0.10 0.272
H -9.137852 9.563372 -16.863270 0.18 0.05 0.11 0.207
C -11.050327 9.531767 -15.990463 -0.32 0.62 -0.15 -0.624
H -6.249715 2.969711 -18.505565 0.06 0.30 -0.17 0.254
O -11.086652 3.998916 -16.107084 0.17 -0.09 0.28 -1.005
H -7.799066 9.077754 -14.765160 -0.08 0.03 -0.34 0.249
C -11.963600 0.735493 -13.785131 -0.01 -0.03 -0.36 -0.524
H -9.330831 10.859849 -15.714701 -0.09 0.05 0.22 0.215
H -7.453027 7.043489 -11.811971 0.05 -0.03 -0.10 0.267
Mg -9.586502 4.401087 -14.660096 -1.14 -0.80 -0.53 1.739
C -8.073165 2.205023 -19.385075 -0.74 0.45 -0.40 -0.374
C -7.374821 5.233076 -12.760616 -0.37 -0.40 -0.33 0.462
H -8.428247 5.998407 -9.758809 0.03 -0.18 -0.11 0.233
H -11.586466 9.735266 -15.062980 0.05 -0.18 0.10 0.213
H -12.960369 2.248647 -12.613599 0.01 0.00 -0.05 0.240
C -7.276904 3.312917 -18.656031 -0.07 -1.19 -0.28 -0.527
Cl -11.372539 5.516877 -11.960345 0.24 0.23 -0.25 2.569
H -5.826749 6.269077 -9.908505 -0.26 0.49 -0.27 0.219
H -5.799160 4.757177 -10.689052 -0.14 0.05 0.01 0.202
H -10.055087 2.514661 -18.539709 -0.22 -0.14 -0.15 0.235
O -12.076151 4.156495 -18.231223 0.03 0.16 0.31 -0.845
H -12.277913 1.418558 -10.375515 -0.14 -0.18 -0.01 0.229
C -9.565799 9.811946 -15.886178 0.25 -0.51 -0.67 -0.378
C -9.176273 7.541606 -14.968314 -0.43 0.45 -0.14 0.439
H -7.661840 2.127329 -20.393740 0.22 -0.06 0.11 0.208
C -6.453789 5.628151 -10.531037 1.09 -1.01 0.36 -0.383
H -8.166828 4.346207 -10.301753 -0.10 -0.03 0.15 0.220
H -7.317389 4.177253 -19.312314 0.15 0.39 0.39 0.260
H -7.970094 1.230516 -18.910912 0.16 0.05 0.16 0.209
C -10.738790 1.484757 -14.015626 -0.42 -0.04 -0.01 0.443
H -11.463209 0.019620 -11.133556 -0.02 0.01 0.11 0.195
O -12.134082 4.654342 -11.117478 0.04 -0.01 0.05 -0.824
C -7.696223 5.184831 -9.789737 -0.52 0.58 -0.01 -0.619
O -11.856512 6.086508 -16.878788 0.06 0.31 -0.10 -0.850
C -9.572408 2.545759 -19.516337 0.48 -0.03 0.02 -0.621
O -13.411218 4.412964 -16.299694 0.19 -0.09 0.03 -0.819
H -9.223105 9.268425 -13.821953 -0.22 -0.22 -0.08 0.263
H -9.772026 3.539197 -19.925413 0.29 0.06 0.08 0.216
N -8.215237 3.754478 -16.271023 0.01 0.15 -0.41 -0.474
Cl -12.142478 4.686874 -16.895284 -0.09 -0.26 -0.20 2.568
H -7.505322 4.938484 -8.748638 0.27 -0.28 -0.04 0.219
H -13.545764 0.596509 -12.379906 -0.06 0.13 -0.03 0.209
C -7.810059 3.573438 -17.328400 -0.17 0.35 0.30 0.431
O -12.183714 6.535852 -12.549377 0.17 -0.23 -0.02 -0.813
H -11.240738 8.512482 -16.321203 -0.09 -0.06 0.12 0.244
C -8.886968 8.956346 -14.818238 0.48 0.42 0.75 -0.527
C -12.649876 1.210373 -12.498827 -0.12 -0.29 0.11 -0.384
H -11.734871 -0.332397 -13.804811 0.02 0.01 0.29 0.245
H -10.022138 1.851091 -20.225540 -0.21 -0.15 0.31 0.218
N -9.520713 6.467215 -15.138981 0.52 -0.43 0.23 -0.478
O -10.792640 4.669272 -13.031809 -0.15 0.04 -0.04 -1.006
H -11.468885 10.209474 -16.738512 -0.07 -0.13 -0.01 0.219
H -10.874052 1.681589 -11.343513 0.00 -0.10 -0.13 0.217
O -10.265534 6.108388 -11.244431 -0.11 -0.08 -0.14 -0.875
N -7.913778 4.466986 -13.425373 0.63 0.62 0.54 -0.504
H -5.852148 6.585588 -12.425839 0.12 0.00 0.10 0.254
C -6.737162 6.218388 -11.908281 -0.29 0.43 0.26 -0.529
N -9.862092 2.194104 -14.189810 0.51 0.42 -0.13 -0.488
C -11.770338 1.058568 -11.269365 0.25 0.28 0.05 -0.614
```
Positions in Å, forces in eV/Å.

Summary:
* Kohn-Sham gap: 9.448 eV
* HOMO energy: -0.34689 Ha
* LUMO: 0.0003 Ha

Density functional theory data (wB97M-V/def2-TZVPD) for a structure of composition C16H28F6N4O4S5Ta.

```
64
Properties=species:S:1:pos:R:3:forces:R:3:nbo_charge:R:1
H -3.659200 -0.485848 3.616304 0.02 0.00 0.02 0.291
H -3.569115 2.205699 -0.618090 -0.01 -0.03 0.00 0.290
H 2.231568 2.608215 -3.340059 0.00 0.00 0.00 0.223
H 0.228688 0.358972 -5.655896 0.00 -0.01 0.00 0.246
C -2.542476 1.920448 -0.383641 -0.05 -0.09 -0.11 -0.534
S -1.347617 -0.178053 3.092375 0.01 0.04 -0.03 0.443
N -0.070769 -0.201199 -1.331237 -0.03 -0.14 -0.04 -0.778
F 4.226141 -0.858993 2.625623 0.01 -0.02 0.08 -0.284
C -3.654215 0.195368 1.567199 0.06 0.00 0.00 -0.536
C 0.243246 -1.457037 -3.910919 -0.02 -0.03 0.01 -0.213
C 1.142286 2.685617 -3.326305 0.00 0.01 -0.01 -0.221
H 2.154968 1.005110 -0.669797 0.04 0.12 0.03 0.236
H -1.853088 3.844818 0.275552 0.03 0.00 0.00 0.287
C -0.718764 -1.497533 -1.674243 -0.05 0.01 0.13 -0.228
O 1.172474 -1.660333 4.704835 -0.05 0.02 0.05 -0.803
C -0.323052 2.388929 2.975226 0.07 0.01 -0.06 -0.509
H 0.876191 3.712808 -3.087699 0.00 0.00 0.00 0.242
H -1.293478 1.586206 4.696775 0.01 -0.03 0.00 0.296
C 0.345788 0.520365 -2.433057 0.02 0.18 0.13 0.680
H -3.848954 1.228159 1.849335 0.00 0.00 -0.02 0.239
C 2.005462 0.725591 0.367853 -0.26 -0.28 -0.02 -1.020
N 0.593275 1.825836 -2.265701 0.02 -0.04 -0.02 -0.568
H 2.714064 -0.066885 0.600652 0.07 0.04 -0.03 0.268
H -0.285758 -3.242197 -2.860604 -0.01 0.00 0.01 0.266
H 1.074481 -1.787443 -4.533569 0.01 0.01 0.00 0.250
S 1.109174 -2.872185 1.355641 0.61 0.08 -0.26 2.134
C -1.423996 1.564746 3.613746 -0.01 -0.04 -0.03 -0.557
C -1.958512 2.832311 0.667176 0.00 0.06 0.11 -0.548
F 3.620471 0.126110 4.463883 0.00 -0.06 -0.04 -0.272
F -0.142481 -4.737940 0.104645 -0.03 0.00 -0.04 -0.277
C -3.059908 -0.601554 2.712131 0.00 0.00 -0.05 -0.557
Ta 0.083905 -0.297458 0.701647 0.45 -0.13 0.23 1.725
C 0.540422 2.238799 -4.641490 0.00 0.00 0.01 -0.434
H -2.585750 2.893238 1.552827 0.01 0.00 0.02 0.245
C 0.813086 0.762252 -4.829587 0.00 0.04 -0.03 -0.214
C 0.155204 -2.270732 -2.639590 0.01 0.00 0.01 -0.430
H 0.980166 2.795793 -5.466818 0.01 -0.01 0.00 0.275
F 0.814126 -5.410938 1.933333 -0.04 -0.02 -0.01 -0.239
H -0.418500 3.445312 3.229888 -0.01 0.01 -0.02 0.287
H -0.670733 -1.548682 -4.501574 0.01 0.00 -0.01 0.229
F 2.007138 -4.999994 0.169486 0.04 -0.03 0.00 -0.251
C 0.939241 -4.702276 0.854798 0.12 0.17 0.13 0.870
F 4.201047 -1.967165 4.495806 -0.02 0.05 -0.05 -0.249
N 0.447892 -0.026004 -3.628147 -0.02 -0.05 -0.01 -0.350
H 0.619343 2.172226 -1.322065 -0.02 -0.01 0.01 0.418
S -0.290169 2.283576 1.147993 0.04 0.06 0.06 0.401
O 1.371466 -0.375103 2.591542 -0.16 0.00 -0.24 -0.982
S -2.544449 0.183666 0.123353 -0.02 -0.08 0.02 0.407
H 0.667128 2.059778 3.291583 0.02 0.01 -0.04 0.275
H 1.140392 -2.432654 -2.204075 0.01 0.01 -0.02 0.239
H -3.025556 -1.669565 2.488219 0.00 0.00 0.01 0.269
O -0.266762 -2.291509 1.579082 -0.35 0.19 -0.12 -0.946
H -0.884111 -2.078629 -0.750889 -0.01 -0.01 -0.03 0.237
H -2.413040 1.966670 3.404488 -0.02 -0.03 0.00 0.240
H 2.214698 1.574595 1.015605 0.04 -0.01 0.04 0.249
H -1.974173 1.951908 -1.313823 -0.01 -0.02 0.00 0.259
H 1.867059 0.572969 -5.042399 0.00 0.00 0.00 0.232
C 3.644962 -1.012471 3.802991 0.00 0.00 -0.04 0.808
H -4.599338 -0.243188 1.247139 0.00 -0.01 -0.01 0.289
H -0.533263 2.435109 -4.649822 0.00 0.00 0.01 0.226
O 1.554905 -2.096773 0.160280 -0.33 0.21 0.59 -0.907
S 1.861081 -1.474917 3.488326 0.26 -0.08 -0.16 2.202
N 2.012472 -2.813061 2.592454 -0.48 -0.05 -0.13 -1.103
H -1.716784 -1.312880 -2.078699 0.01 -0.03 -0.02 0.240
```
Positions in Å, forces in eV/Å.

Summary:
* Kohn-Sham gap: 7.795 eV
* HOMO energy: -0.67544 Ha
* net charge: +3
* LUMO: -0.3890 Ha

Density functional theory data (wB97M-V/def2-TZVPD) for a cluster of 2 separate species, C16H28FN3O2S in total in a non-equilibrium geometry.

```
51
Properties=species:S:1:pos:R:3:forces:R:3:nbo_charge:R:1
H -4.855464 4.092227 -1.048087 0.00 -0.08 -0.01 0.205
C 3.123889 -3.824792 1.782896 0.44 0.16 -0.29 -0.482
H 0.203873 -3.299183 0.665334 0.09 -0.04 0.04 0.218
O 3.373981 -2.493770 4.356508 -0.27 0.19 0.09 -0.585
H -5.099598 3.356363 -2.634142 0.01 0.00 -0.01 0.203
O -1.306078 -0.648551 0.631229 -0.04 -0.15 -0.08 -0.513
H 2.382994 -4.266977 1.115895 0.03 -0.01 -0.05 0.241
C 1.284753 -2.239962 2.234510 0.02 -0.27 -0.30 -0.386
C 2.812004 -2.323094 1.983032 -0.55 -0.18 0.57 -0.192
H 2.985595 0.623310 -0.288044 0.15 -0.09 -0.03 0.146
C -3.112579 4.237691 -2.371777 -0.06 0.13 -0.08 -0.214
H -2.646351 4.936436 -1.672424 0.01 -0.06 0.05 0.194
H -2.102514 1.124659 -3.135701 -0.01 0.00 0.06 0.196
N -2.365959 2.993594 -2.314265 0.03 0.00 0.02 -0.453
C 4.463168 -4.152645 1.292713 -0.01 0.02 -0.25 -0.017
F 3.678259 -1.841685 -0.266024 -0.22 -0.09 -0.03 -0.348
H -2.071126 -3.097134 1.976828 -0.14 0.03 0.04 0.374
C -2.811326 1.952580 -3.222666 -0.06 0.01 -0.05 -0.213
H 4.967964 -0.636545 3.774874 -0.06 0.13 0.02 0.404
C 3.489524 -1.911195 3.307467 0.26 -0.03 -0.19 0.704
H 1.050909 -1.387474 2.875771 0.02 0.17 -0.17 0.225
H 3.022350 -4.278163 2.770457 -0.22 -0.02 -0.01 0.268
C -2.853960 2.402956 -4.675377 0.01 -0.04 -0.01 -0.616
C -2.054911 2.498885 -0.982292 0.16 -0.09 0.10 -0.207
C 5.528992 -4.447429 0.831867 -0.04 -0.20 0.09 -0.225
H -3.093327 1.553527 -5.316786 0.00 0.00 0.00 0.210
H 0.839332 -1.744230 0.131253 0.13 0.05 -0.02 0.248
H -1.285681 1.728623 -1.094409 -0.04 -0.03 -0.05 0.197
H -1.195901 -2.341641 3.107616 -0.01 -0.07 0.00 0.368
H -3.797710 1.542130 -2.952138 0.01 -0.01 -0.01 0.157
C 4.770946 -0.947541 1.678354 -0.49 0.78 -0.17 -0.278
C -4.623875 4.185270 -2.107938 0.00 0.08 0.04 -0.638
N -1.766172 -2.175669 2.282241 0.17 -0.04 -0.06 -0.888
C -3.188265 1.910647 -0.136980 -0.02 0.11 0.10 -0.638
C 0.401580 -2.267796 0.972236 -0.11 -0.03 -0.01 -0.533
N 4.279257 -0.811777 3.054500 0.64 -0.81 0.14 -0.617
H 5.093691 0.022824 1.308618 0.25 -0.09 -0.05 0.217
H -3.614681 3.164761 -4.849114 0.00 0.01 0.00 0.200
H -5.089836 5.107229 -2.462100 0.01 0.00 0.00 0.208
C 3.450028 -1.327068 0.983072 0.32 0.24 0.42 0.295
H -3.789689 1.195574 -0.699535 0.01 0.00 -0.01 0.202
H -3.848955 2.681603 0.260993 -0.03 0.00 -0.08 0.192
H -2.760982 1.375367 0.709607 -0.01 -0.03 -0.01 0.233
H -1.887405 2.803628 -4.984350 -0.01 0.03 0.02 0.209
H 1.034370 -3.130732 2.813064 0.06 0.13 0.28 0.225
C -0.938228 -1.613129 1.239673 -0.03 0.19 0.09 0.711
H -1.577476 3.310309 -0.424775 -0.04 0.05 -0.03 0.186
H 5.541878 -1.707146 1.559479 -0.03 -0.09 0.00 0.217
H -2.955905 4.679953 -3.358816 0.01 -0.05 -0.03 0.188
S 2.464740 0.220204 0.876508 -0.36 -0.04 -0.14 -0.035
H 6.449873 -4.785037 0.421149 0.05 0.11 0.03 0.239
```
Positions in Å, forces in eV/Å.

Summary:
* Kohn-Sham gap: 8.271 eV
* HOMO energy: -0.28542 Ha
* SMILES string: C#CC[C@@]1(CCC(N)=O)C(=O)NC[C@]1(F)S.CCN(CC)CC
* LUMO: 0.0186 Ha

Density functional theory data (wB97M-V/def2-TZVPD) for a structure of composition C16H28GeN2O3PRe in a non-equilibrium geometry.

```
52
Properties=species:S:1:pos:R:3:forces:R:3:nbo_charge:R:1
H -2.162022 -0.718135 -0.495115 0.01 -0.01 0.01 0.415
H 1.108695 -5.064218 -0.111576 0.00 0.01 0.00 0.243
N -1.555147 -0.031240 -0.931045 -0.09 -0.06 0.03 -0.735
C -1.123979 2.373296 -1.048126 0.01 -0.03 0.19 0.648
H -1.483011 5.068059 2.557351 0.00 0.00 0.00 0.234
C 0.601996 4.735184 2.941150 0.00 0.00 -0.01 -0.180
O -1.372747 3.492948 -1.433973 0.00 0.03 -0.03 -0.576
C 0.648353 -0.663681 3.316711 0.07 0.01 0.00 -0.954
Ge 1.251334 -2.837712 -1.335509 0.12 -0.04 0.06 1.574
H -2.922294 1.394034 -1.737320 0.02 0.07 -0.02 0.244
H -2.202256 0.403924 3.560568 0.02 -0.01 0.01 0.265
Re 0.456280 -0.069055 -0.129714 -0.40 -0.37 -1.15 1.139
H 1.166595 -2.649451 -3.851298 -0.01 -0.01 0.00 0.265
C 0.044922 2.045323 2.509472 -0.04 -0.02 -0.02 -0.301
H 3.678748 -3.222094 -1.747926 0.02 0.01 0.01 0.253
C 1.617597 3.793912 3.034417 -0.01 -0.01 0.01 -0.186
H -2.738591 1.439343 0.014628 0.02 0.02 0.01 0.221
C 1.343416 2.452598 2.812369 0.03 0.01 0.00 -0.237
H 1.716384 2.998456 0.035504 0.01 0.14 -0.04 0.237
C 3.151830 -2.579281 -1.040636 0.03 -0.03 -0.03 -1.094
C 0.044089 -2.038768 0.158212 -0.07 0.10 0.47 -1.084
H 0.740514 -1.095386 -3.163172 0.00 -0.01 0.01 0.234
H 3.429086 -2.896308 -0.035029 -0.01 0.01 0.01 0.240
H 0.817890 5.781506 3.110153 0.00 0.00 0.00 0.234
P -0.274452 0.316077 2.101895 0.12 0.07 -0.03 1.154
H 2.624688 4.102305 3.280939 0.00 0.00 0.00 0.232
H 0.383498 -0.347021 4.325649 0.00 0.01 0.00 0.261
C -0.690710 4.335746 2.631987 0.02 0.01 0.01 -0.188
O 3.224001 1.946749 -2.227270 0.00 0.17 0.01 -0.485
C 0.601334 -2.171761 -3.050167 0.01 0.05 -0.03 -1.104
H -0.269661 -4.893120 -1.215523 0.00 0.01 0.00 0.237
H -1.445456 -0.331905 -1.899271 -0.05 -0.03 0.03 0.400
C 1.283124 2.673019 -0.918145 -0.07 0.03 0.20 -0.354
C -0.969955 2.994831 2.419177 -0.03 0.01 0.00 -0.214
H -2.147377 -1.095956 2.614457 0.02 0.00 -0.03 0.258
H 1.720920 -0.540474 3.172792 0.00 0.00 0.01 0.255
H 3.470519 -1.553673 -1.203782 -0.01 0.01 0.00 0.259
H 1.093744 3.558361 -1.521005 0.01 -0.10 -0.15 0.267
H 0.342641 -2.564178 1.072314 0.01 -0.04 -0.04 0.236
H -2.709660 0.404605 1.866408 0.00 0.02 0.02 0.235
H 2.149593 1.731732 2.880347 -0.01 -0.01 -0.01 0.219
O 2.010494 0.415995 -1.108276 0.11 0.48 0.25 -0.738
C 0.798361 -4.716045 -1.095869 -0.01 -0.04 -0.05 -1.065
C 2.296189 1.727986 -1.529714 -0.06 -0.49 0.17 0.797
H 0.405393 -1.718827 3.195622 -0.02 0.01 0.00 0.253
H -0.449490 -2.431271 -3.193117 0.00 0.03 0.01 0.231
N 0.086044 1.888930 -0.663020 0.10 -0.03 0.12 -0.661
H 1.331894 -5.297663 -1.849249 -0.01 -0.01 0.01 0.251
H -1.986522 2.702604 2.183080 0.01 -0.01 0.00 0.211
H -0.905415 -2.476596 -0.166247 0.00 -0.01 0.00 0.231
C -1.998956 -0.015988 2.574997 -0.02 -0.01 -0.02 -0.960
C -2.204765 1.303582 -0.924906 0.16 0.06 0.02 -0.317
```
Positions in Å, forces in eV/Å.

Summary:
* Kohn-Sham gap (spin up / spin down): 7.365 / 7.414 eV
* HOMO energy (spin up / spin down): -0.42123 / -0.42817 Ha
* multiplicity: 2
* net charge: +1
* LUMO (spin up / spin down): -0.1506 / -0.1557 Ha